Density functional theory data (ωB97M-V/def2-TZVPD) for a cluster of 24 separate species, H48O24 in total in a non-equilibrium geometry.

XYZ file:
```
72
Properties=species:S:1:pos:R:3
O -2.487 1.326 -4.471
H -1.975 2.135 -4.491
H -1.955 0.718 -3.959
O -1.583 0.598 2.707
H -1.233 0.056 2.000
H -1.312 0.152 3.509
O 2.933 -3.327 0.258
H 3.089 -3.117 1.179
H 2.093 -2.915 0.057
O -3.541 1.450 -1.504
H -2.809 0.915 -1.810
H -3.413 1.515 -0.558
O -0.160 -3.133 -0.604
H 0.503 -3.083 -1.292
H -0.695 -3.890 -0.840
O -1.143 3.834 -1.492
H -0.258 3.472 -1.530
H -1.491 3.713 -2.375
O -1.788 -0.415 -2.400
H -1.290 -0.352 -1.585
H -1.810 -1.352 -2.596
O -1.285 -2.294 4.444
H -1.295 -2.888 5.195
H -0.590 -1.667 4.643
O 1.551 3.999 -1.519
H 2.256 3.598 -1.010
H 1.633 4.936 -1.344
O 2.147 0.357 -1.249
H 2.942 -0.173 -1.197
H 2.419 1.228 -0.962
O 4.549 -1.080 -0.625
H 4.368 -1.194 0.308
H 4.468 -1.960 -0.994
O 1.665 -1.011 -3.867
H 1.379 -0.561 -3.072
H 2.224 -1.722 -3.552
O -3.892 -1.826 3.914
H -3.923 -0.943 4.282
H -2.995 -2.121 4.074
O -3.547 1.576 1.188
H -4.432 1.286 1.409
H -2.989 1.171 1.852
O -2.413 3.785 2.978
H -1.532 3.473 2.773
H -2.995 3.115 2.620
O -0.145 4.602 0.979
H 0.128 3.715 1.214
H -0.658 4.490 0.178
O 0.696 -2.766 2.088
H 0.285 -3.263 1.381
H 0.398 -3.196 2.889
O -1.676 -5.402 -0.826
H -2.480 -5.466 -0.311
H -1.965 -5.488 -1.734
O 0.379 1.957 -3.897
H -0.241 2.683 -3.963
H 0.708 2.003 -2.999
O 1.047 -3.903 -2.712
H 0.216 -3.761 -3.166
H 1.517 -4.530 -3.262
O 1.043 2.283 1.826
H 1.432 2.168 2.693
H 0.403 1.575 1.754
O 3.402 2.710 0.183
H 2.601 2.807 0.700
H 4.086 2.540 0.831
O -0.261 -0.153 -0.009
H 0.598 0.142 -0.310
H -0.094 -1.006 0.392
O 3.182 -0.879 2.198
H 3.665 -0.253 2.737
H 2.348 -0.994 2.653
```

The HOMO energy is -9.10 eV. The energy above the lowest of the compared OMol25 structures with the same formula, charge and spin comes out at 84.3 kcal per mole. Its orbital gap is 7.9 eV. The max |F| comes out at 1.458 eV/A. As for the energy: -1834.54216 a.u.